a | Formula: C8H8O3
Source: the Open Molecules 2025 dataset
Level of theory: the ωB97M-V functional and the def2-TZVPD basis

The geometry in XYZ format:
```
19
Properties=species:S:1:pos:R:3:nbo_charge:R:1
C 0.7610 0.0870 -0.9818 0.002
C -0.3964 0.4886 -2.0167 0.790
C 0.3417 0.0217 0.3701 -0.104
C 0.4688 -1.1129 1.1246 -0.198
C 0.0619 -1.2041 2.5019 -0.233
C -0.4721 -0.0585 3.0988 -0.172
C -0.5826 1.0646 2.3194 -0.269
C -0.2365 1.1743 1.0344 -0.156
H 2.1832 -1.0544 -1.7391 0.483
H 1.3561 0.7158 -1.0481 0.163
H -0.1191 -1.2749 -2.6133 0.515
H 1.0392 -2.2032 1.0180 0.237
H 0.2308 -2.2752 2.9338 0.225
H -0.9644 0.0493 4.3885 0.216
H -1.1847 1.7888 2.6494 0.213
H -0.0533 2.2963 0.3916 0.240
O 1.3177 -1.1384 -1.4986 -0.727
O -0.7203 -0.4759 -2.8643 -0.676
O -0.8678 1.5134 -1.9726 -0.549
```

As for the frontier orbital gap: 9.7 eV. The calculation puts the LUMO energy at 0.40 eV.

b | Formula: C8H8O3
Source: the Open Molecules 2025 dataset
Level of theory: the ωB97M-V functional and the def2-TZVPD basis

The geometry in XYZ format:
```
19
Properties=species:S:1:pos:R:3:nbo_charge:R:1
C 1.4042 0.2488 -0.4886 -0.097
C 2.3700 -0.2420 0.6487 0.789
C -0.0458 0.1183 -0.2735 -0.032
C -0.8482 1.2400 0.3155 -0.125
C -2.2249 0.9215 0.5382 -0.243
C -2.7501 -0.2296 0.4777 -0.198
C -2.0092 -1.3461 -0.0573 -0.147
C -0.6770 -1.1286 -0.3431 -0.222
H 2.5375 1.5582 -1.0054 0.454
H 1.4041 -0.1315 -1.4590 0.187
H 3.1835 -1.2378 -0.8129 0.493
H -0.3885 2.0911 0.4429 0.208
H -2.6407 1.7477 1.1687 0.212
H -3.9204 -0.3115 0.7271 0.215
H -2.4778 -2.0700 -0.2745 0.171
H -0.1009 -1.8919 -0.8034 0.195
O 1.6905 1.6887 -0.6916 -0.683
O 3.2553 -1.1296 0.1911 -0.678
O 2.2384 0.1045 1.6993 -0.497
```

As for the frontier orbital gap: 9.2 eV. As for the structure (SMILES): O=C(O)[C@H](O)c1ccccc1. The calculation puts the LUMO energy at 0.24 eV.

Quick one: least stable of them? a

a | Formula: C2H14O5
Source: the Open Molecules 2025 dataset
Level of theory: the ωB97M-V functional and the def2-TZVPD basis

The geometry in XYZ format:
```
21
Properties=species:S:1:pos:R:3:nbo_charge:R:1
C -1.2181 0.1110 -1.6586 -0.078
O -1.2577 1.0483 -0.5930 -0.765
C -2.6022 -0.4284 -2.0347 -0.636
H -0.6432 -0.7672 -1.3540 0.173
H -0.6633 0.5228 -2.4971 0.180
H -1.4561 0.6346 0.2638 0.505
H -3.2538 -0.8012 -1.2467 0.213
H -2.4652 -1.2964 -2.6859 0.207
H -3.0919 0.3767 -2.5891 0.206
H 1.2279 -0.3765 -0.1073 0.501
H 1.6976 -1.6988 -0.6954 0.484
O 1.1477 -1.3207 0.0196 -0.967
H -0.0723 -0.2711 2.3702 0.490
H 0.5236 1.0968 2.1856 0.471
O -0.3046 0.6167 2.0735 -0.957
H 1.7764 -1.3707 1.7828 0.486
H 2.6060 -0.9403 2.9242 0.455
O 1.9596 -1.6296 2.7067 -0.959
H 0.5411 1.7955 -0.9307 0.506
H 1.9980 2.3437 -0.7371 0.475
O 1.4866 1.5907 -1.0716 -0.988
```

As for the frontier orbital gap: 10.5 eV. As for the structure (SMILES): CCO.O.O.O.O. The calculation puts the LUMO energy at 0.35 eV.

b | Formula: C2H14O5
Source: the Open Molecules 2025 dataset
Level of theory: the ωB97M-V functional and the def2-TZVPD basis

The geometry in XYZ format:
```
21
Properties=species:S:1:pos:R:3:nbo_charge:R:1
O 1.2241 0.8299 -0.6996 -0.984
H 1.0610 -0.0983 -0.5317 0.467
H 0.3524 1.2120 -0.8021 0.476
O -0.6954 2.9796 0.6088 -0.943
H -0.2147 3.0938 1.4286 0.450
H -0.3672 2.1546 0.2511 0.457
O 1.8721 -1.0883 0.6890 -0.952
H 2.4343 -0.3330 0.5166 0.502
H 1.9611 -1.2440 1.6293 0.477
C -0.3689 0.4126 1.3166 -0.271
O -0.7503 0.7650 0.0323 -0.738
H 0.1600 1.2862 1.6975 0.184
H -1.2608 0.2536 1.9228 0.180
H 0.2259 -0.4933 1.4333 0.195
H -1.5833 0.3470 -0.1979 0.511
C -0.7132 -1.4354 -1.8047 -0.263
O -0.9039 -2.6773 -1.1204 -0.735
H -0.0744 -1.5076 -2.6849 0.174
H -1.6136 -1.0514 -2.2844 0.167
H -0.2585 -0.6976 -1.1437 0.171
H -0.4865 -2.7081 -0.2564 0.474
```

As for the frontier orbital gap: 10.6 eV. As for the structure (SMILES): CO.CO.O.O.O. The calculation puts the LUMO energy at 0.26 eV.

Quick one: least stable of them? b

a | Formula: C3H2N2O2S
Source: the Open Molecules 2025 dataset
Level of theory: the ωB97M-V functional and the def2-TZVPD basis

The geometry in XYZ format:
```
10
Properties=species:S:1:pos:R:3:nbo_charge:R:1
C -1.9749 0.6230 0.0240 0.009
C 1.3728 0.4263 -0.0409 0.562
C 2.3411 -0.6818 -0.0138 0.156
H -2.6593 1.5289 0.0144 0.221
H -0.2695 -0.8017 0.3934 0.405
N 0.1589 0.0936 0.5411 -0.321
N 3.2143 -1.4407 0.0236 -0.223
O -0.7470 1.0790 0.3031 -0.293
O 1.7291 1.5263 -0.4334 -0.485
S -2.4359 -0.8966 -0.1959 -0.030
```

As for the frontier orbital gap: 9.7 eV. As for the structure (SMILES): N#CC(=O)NOC=S. The calculation puts the LUMO energy at -0.66 eV.

b | Formula: C3H2N2O2S
Source: the Open Molecules 2025 dataset
Level of theory: the ωB97M-V functional and the def2-TZVPD basis

The geometry in XYZ format:
```
10
Properties=species:S:1:pos:R:3:nbo_charge:R:1
C -0.8674 -0.5759 0.4291 0.433
C -0.5925 -0.8307 1.6504 -0.570
C 1.4520 0.0605 -0.7276 -0.070
N -1.1868 -0.0639 -0.6894 -0.688
N 2.3632 -0.3793 -0.2347 -0.278
O -0.0481 2.1988 -0.8433 -0.797
O -0.0233 0.2009 -2.7614 -0.794
S -0.0265 0.8852 -1.4853 2.202
H -1.1831 -0.1034 2.4234 0.281
H 0.1125 -1.3922 2.2389 0.282
```

As for the frontier orbital gap: 10.1 eV. As for the structure (SMILES): C=C=NS(=O)(=O)C#N. The calculation puts the LUMO energy at -0.45 eV.

Quick one: least stable of them? b

a | Formula: C10H16O
Source: the Open Molecules 2025 dataset
Level of theory: the ωB97M-V functional and the def2-TZVPD basis

The geometry in XYZ format:
```
27
Properties=species:S:1:pos:R:3:lowdin_spin:R:1
C -0.6437 3.2745 1.1617 0.052
C 0.9060 1.7011 2.3977 0.067
C 0.5392 2.3156 1.1611 0.258
C 1.7714 0.6384 2.3356 0.083
C 2.2628 0.1567 1.1011 0.203
C 1.1981 2.0199 -0.0436 0.038
C 1.9511 0.8736 -0.0714 0.092
O 2.8142 -1.0295 0.8890 0.172
H 0.5265 2.0530 3.3426 0.000
H 2.1640 0.1719 3.2221 0.001
H -1.6315 3.0840 0.7598 0.015
H -0.2944 4.2010 0.6687 0.016
H 1.1878 2.7474 -0.8363 -0.001
H 2.6430 -1.6241 1.6457 0.002
H 2.4090 0.5681 -1.0062 0.001
H -0.8337 3.3781 2.2526 0.002
C -1.2559 -1.6531 -1.5213 0.000
C -2.7739 -1.8183 -1.8202 0.000
C -0.5976 -2.9680 -1.8445 0.000
H -1.0007 -1.1863 -0.5474 0.000
H -0.8742 -0.8741 -2.1845 0.000
H -3.0156 -1.2697 -2.7502 0.000
H -3.0019 -2.8339 -2.1041 0.000
H -0.6900 -3.5845 -0.8998 0.000
H -3.3870 -1.8165 -0.9352 0.000
H 0.5100 -3.1127 -1.5853 0.000
H -0.8827 -3.4125 -2.7875 0.000
```

As for the frontier orbital gap (alpha / beta): 8.9 / 5.4 eV. The charge is +1. As for the multiplicity: 2. The calculation puts the LUMO energy (alpha / beta) at -4.07 / -7.60 eV.

b | Formula: C10H16O
Source: the Open Molecules 2025 dataset
Level of theory: the ωB97M-V functional and the def2-TZVPD basis

The geometry in XYZ format:
```
27
Properties=species:S:1:pos:R:3:lowdin_spin:R:1
C 2.8206 -0.0043 0.7999 0.050
C -0.7078 -1.2628 1.5755 0.098
C 0.7125 -1.1902 1.4391 0.079
C -1.4235 -0.0594 1.4543 0.218
C 1.3851 -0.0016 1.3147 0.249
C -0.8092 1.2734 1.3660 0.058
C 0.6735 1.2631 1.3444 0.060
O -2.7783 -0.0770 1.6547 0.136
H -1.2649 -2.1935 1.6223 0.001
H 1.2444 -2.1725 1.8402 0.000
H -3.0640 -0.8186 0.8833 0.009
H -1.2538 2.1900 1.4965 0.000
H 3.2926 -0.9242 0.6281 0.002
H 3.1888 0.8419 1.3545 0.008
H 1.0849 2.2058 1.4123 0.000
H 2.4814 0.2275 -0.3328 0.032
C 0.4586 -0.4104 -2.8810 0.000
C 0.6173 1.0244 -2.5910 0.000
C -0.9735 -0.4962 -3.4760 0.000
H 1.0708 -0.9413 -3.5668 0.000
H 0.6769 -0.9444 -1.9347 0.000
H -0.2281 1.3706 -1.9893 0.000
H -1.6108 -0.6922 -2.7628 0.000
H -1.2685 0.2231 -4.1434 0.000
H 0.6817 1.5544 -3.5626 0.000
H 1.5782 1.2341 -2.0482 0.000
H -0.9044 -1.3608 -4.2101 0.000
```

As for the frontier orbital gap (alpha / beta): 9.5 / 5.9 eV. The charge is +1. As for the multiplicity: 2. The calculation puts the LUMO energy (alpha / beta) at -4.22 / -7.84 eV.

Quick one: least stable of them? b

a | Formula: H4N5
Source: the Open Molecules 2025 dataset
Level of theory: the ωB97M-V functional and the def2-TZVPD basis

The geometry in XYZ format:
```
9
Properties=species:S:1:pos:R:3:nbo_charge:R:1
N 1.3476 -0.4224 2.3878 0.114
N 0.8047 -0.7480 1.4906 -0.111
N -0.6544 1.0480 -0.0983 -0.469
N 0.1608 -0.6109 -1.1078 -0.427
N 0.0725 0.6360 -1.0459 0.209
H -1.0709 1.9787 -0.0366 0.449
H -1.1289 0.3537 0.5986 0.398
H 0.9261 -1.0316 -1.5868 0.438
H -0.4575 -1.2034 -0.6015 0.397
```

As for the frontier orbital gap: 11.6 eV. The charge is +1. The calculation puts the LUMO energy at -5.44 eV.

b | Formula: H4N5
Source: the Open Molecules 2025 dataset
Level of theory: the ωB97M-V functional and the def2-TZVPD basis

The geometry in XYZ format:
```
9
Properties=species:S:1:pos:R:3:nbo_charge:R:1
N 2.9931 0.0188 0.0764 0.084
N 2.0073 -0.0098 -0.3561 -0.076
N -0.7077 1.1108 0.1105 -0.441
N -0.7689 -1.0938 0.2020 -0.473
N -0.1922 0.0163 0.4165 0.196
H -0.0103 1.8702 0.0606 0.446
H -1.5825 1.1628 -0.3947 0.396
H -0.1650 -1.8796 0.4886 0.449
H -1.5739 -1.1956 -0.6038 0.420
```

As for the frontier orbital gap: 11.6 eV. The charge is +1. The calculation puts the LUMO energy at -5.40 eV.

Quick one: least stable of them? b

a | Formula: C3H10FN2
Source: the Open Molecules 2025 dataset
Level of theory: the ωB97M-V functional and the def2-TZVPD basis

The geometry in XYZ format:
```
16
Properties=species:S:1:pos:R:3:nbo_charge:R:1
C -1.7954 -0.8906 0.2522 -0.677
C 0.9284 -0.2653 0.7375 -0.282
C -0.5600 0.0910 -0.0616 0.533
N -0.2093 0.2738 -1.4187 -0.891
N 1.8548 0.7261 0.1327 -0.691
F -0.8591 1.3062 0.4593 -0.354
H -2.5637 -0.3386 -0.1934 0.238
H -1.9499 -1.1380 1.2994 0.249
H -1.6958 -1.9462 0.0173 0.247
H 1.3066 -1.2167 0.3074 0.225
H 0.7512 -0.1516 1.7796 0.242
H -0.5011 -0.5013 -2.0031 0.414
H -0.6684 1.1063 -1.6329 0.402
H 1.7357 1.5963 0.7655 0.444
H 1.4717 0.8547 -0.7948 0.467
H 2.7543 0.4937 0.3538 0.436
```

As for the frontier orbital gap: 11.5 eV. The charge is +1. As for the structure (SMILES): C[C@@](N)(F)C[NH3+]. The calculation puts the LUMO energy at -3.34 eV.

b | Formula: C3H10FN2
Source: the Open Molecules 2025 dataset
Level of theory: the ωB97M-V functional and the def2-TZVPD basis

The geometry in XYZ format:
```
16
Properties=species:S:1:pos:R:3:nbo_charge:R:1
C -1.6553 0.9216 -0.6631 -0.724
C 1.1301 0.2910 -0.3141 -0.531
C -1.1293 -0.2514 0.0111 0.764
N -1.4076 -0.5406 1.3000 -0.790
N 2.1826 -0.5835 0.1618 -0.680
F -0.9408 -1.3785 -0.7738 -0.339
H -0.9401 1.1948 -1.3149 0.260
H -1.8283 1.7570 -0.0022 0.253
H -2.3611 0.5780 -1.3561 0.272
H 1.1099 1.2328 0.1580 0.187
H 1.3937 0.3141 -1.4252 0.183
H -1.8392 0.1513 1.8629 0.418
H -0.9649 -1.3180 1.8434 0.425
H 3.0873 -0.1556 0.0321 0.422
H 2.0714 -1.3207 -0.6131 0.459
H 2.0918 -0.8924 1.0932 0.422
```

As for the frontier orbital gap: 8.9 eV. The charge is +1. The calculation puts the LUMO energy at -3.43 eV.

Quick one: least stable of them? b